i | ORCA calculation (the ωB97M-V functional and the def2-TZVPD basis) on an isolated ion of composition C12H15N2O and charge +1.

Calculated values
Charge = +1
2S+1 = 1
SMILES string = CC(=O)[C@H]([N+]#N)C(C)(C)c1ccccc1
LUMO energy = -0.213 Eh
Kohn-Sham gap = 0.258 Eh

```
30
C12H15N2O, DFT the ωB97M-V functional and the def2-TZVPD basis
O -1.140 -0.727 2.034
N -2.411 0.009 -0.146
N -3.326 -0.602 -0.461
C 3.222 1.951 0.965
C 2.264 1.077 0.374
C 3.222 3.314 0.603
C -1.098 0.710 0.027
C 0.605 -0.789 -1.152
C -0.990 0.421 1.568
C 2.346 3.754 -0.383
C 1.235 1.575 -0.495
C 0.159 0.667 -0.955
C -0.486 1.159 -2.277
C 1.432 2.901 -0.948
C -0.660 1.541 2.534
H -1.073 1.427 3.580
H 0.212 1.250 -3.168
H 1.194 -1.175 -0.306
H 2.290 0.028 0.690
H -1.546 1.782 0.091
H 1.237 -0.989 -2.060
H -1.256 0.419 -2.566
H -0.314 -1.392 -1.262
H 3.977 3.969 1.060
H -0.938 2.157 -2.123
H 2.371 4.818 -0.658
H -0.952 2.543 2.150
H 0.451 1.534 2.687
H 0.784 3.292 -1.734
H 3.905 1.553 1.739
```

ii | ORCA calculation (the ωB97M-V functional and the def2-TZVPD basis) on a 2-piece molecular cluster, C12H15N2O overall.

Calculated values
Charge = +1
2S+1 = 1
LUMO energy = -0.161 Eh
Kohn-Sham gap = 0.272 Eh

```
30
C12H15N2O, DFT the ωB97M-V functional and the def2-TZVPD basis
O -1.647 1.951 -1.638
N 2.970 -1.145 0.141
N -2.762 1.473 -1.015
C 3.450 -2.388 0.200
C -0.302 0.300 -0.252
C 3.662 -0.199 0.781
C 4.606 -2.736 0.879
C -0.529 1.009 -1.609
C 4.830 -0.440 1.485
C -3.376 0.369 -1.436
C -3.186 2.152 0.044
C -4.298 1.763 0.730
C -4.944 0.617 0.307
C -4.484 -0.085 -0.787
C 5.309 -1.739 1.534
H 5.349 0.368 1.982
H -0.671 0.262 -2.395
H 2.870 -3.137 -0.329
H -4.602 2.357 1.582
H 0.739 0.455 0.032
H -4.933 -0.997 -1.159
H -0.911 0.689 0.570
H 4.946 -3.763 0.894
H -2.962 -0.131 -2.305
H 6.218 -1.970 2.075
H -0.501 -0.764 -0.392
H 0.349 1.614 -1.830
H 3.249 0.803 0.720
H -2.626 3.035 0.333
H -5.815 0.276 0.858
```

Least stable of them? i.

i | ORCA calculation (the ωB97M-V functional and the def2-TZVPD basis) on a 2-piece molecular cluster, C3H10NOS overall.

Calculated values
Charge = 0
2S+1 = 2
⟨S²⟩ = 0.753
LUMO energy (alpha / beta) = 0.031 / -0.079 Eh
Kohn-Sham gap (alpha / beta) = 0.374 / 0.258 Eh

```
16
C3H10NOS, DFT the ωB97M-V functional and the def2-TZVPD basis
S 1.810 -1.672 0.696
O 2.767 1.825 -0.310
N -1.756 1.342 -0.094
C 0.224 -1.914 -0.109
C -0.397 -0.626 -0.623
C -0.938 0.287 0.491
H -1.750 2.165 0.490
H -2.702 1.035 -0.265
H 0.319 -0.063 -1.213
H -1.523 -0.359 1.162
H 2.705 2.209 0.569
H -1.229 -0.813 -1.306
H 2.653 0.879 -0.152
H -0.438 -2.428 0.588
H 0.358 -2.631 -0.917
H -0.103 0.764 0.993
```

ii | ORCA calculation (the ωB97M-V functional and the def2-TZVPD basis) on a 2-piece molecular cluster, C3H10NOS overall.

Calculated values
Charge = 0
2S+1 = 2
⟨S²⟩ = 0.755
LUMO energy (alpha / beta) = 0.031 / -0.073 Eh
Kohn-Sham gap (alpha / beta) = 0.332 / 0.228 Eh

```
16
C3H10NOS, DFT the ωB97M-V functional and the def2-TZVPD basis
S -0.361 -1.774 -1.897
O 0.501 1.373 0.190
N -0.833 0.960 2.158
C -0.607 -1.497 -0.103
C -0.442 1.791 1.015
C 1.188 -0.906 -2.192
H -0.171 0.183 2.106
H -1.352 2.156 0.496
H 1.363 -0.119 -1.464
H -0.090 2.784 1.395
H 1.209 -0.502 -3.200
H -0.013 -0.625 0.169
H -0.481 1.430 2.991
H -0.282 -2.386 0.423
H -1.661 -1.278 0.027
H 2.034 -1.590 -2.113
```

Least stable of them? ii.

i | ORCA calculation (the ωB97M-V functional and the def2-TZVPD basis) on C4H10O3 as an isolated structure.

Calculated values
Charge = 0
2S+1 = 1
LUMO energy = 0.017 Eh
Kohn-Sham gap = 0.337 Eh

```
17
C4H10O3, DFT the ωB97M-V functional and the def2-TZVPD basis
O 1.888 -1.400 0.839
O -0.443 -1.537 -0.646
O -1.222 0.435 0.901
C 1.274 0.808 -0.560
C -1.852 1.050 -0.189
C -0.148 -1.029 0.561
C 0.809 0.038 0.636
H -2.883 1.291 0.098
H -1.085 -2.251 -0.554
H 2.356 0.921 -0.505
H 1.019 0.304 -1.490
H -0.393 -1.592 1.453
H -1.897 0.401 -1.077
H 2.137 -1.694 -0.048
H 0.978 0.456 1.616
H -1.368 1.994 -0.478
H 0.829 1.803 -0.558
```

ii | ORCA calculation (the ωB97M-V functional and the def2-TZVPD basis) on one molecule with the formula C4H10O3.

Calculated values
Charge = 0
2S+1 = 1
SMILES string = COC[C@@H](O)CO
LUMO energy = 0.028 Eh
Kohn-Sham gap = 0.344 Eh

```
17
C4H10O3, DFT the ωB97M-V functional and the def2-TZVPD basis
O 0.126 1.236 0.844
O 1.530 -0.633 0.172
O -0.706 -1.821 -0.539
C -0.532 0.499 1.810
C 0.038 -1.053 -1.473
C -0.519 1.262 -0.405
C 0.728 0.098 -0.806
H -1.577 0.891 -0.383
H -0.672 -0.623 -2.172
H 2.186 -0.086 0.630
H 1.421 0.713 -1.360
H -1.091 -0.369 1.427
H 0.781 -1.675 -1.977
H -0.064 -2.191 0.086
H -0.674 2.368 -0.619
H -1.204 1.229 2.255
H 0.231 0.155 2.511
```

Least stable of them? i.

i | ORCA calculation (the ωB97M-V functional and the def2-TZVPD basis) on a 3-piece molecular cluster, C4H10O3 overall.

Calculated values
Charge = 0
2S+1 = 1
SMILES string = C=C/C=C/O.O.O
LUMO energy = 0.019 Eh
Kohn-Sham gap = 0.346 Eh

```
17
C4H10O3, DFT the ωB97M-V functional and the def2-TZVPD basis
O -0.734 1.066 1.165
O -1.189 1.952 -5.113
O -2.827 1.149 -1.268
C 0.212 -1.090 1.613
C 0.319 0.209 1.290
C 2.675 -1.655 1.831
C 1.421 -1.960 1.495
H -1.333 1.120 -4.644
H 1.296 0.682 1.394
H 3.410 -2.414 1.583
H -1.398 0.781 1.813
H -0.705 2.474 -4.478
H -0.685 -1.495 2.061
H 3.009 -0.741 2.296
H -2.640 2.065 -1.422
H -2.004 0.835 -0.830
H 1.173 -2.978 1.212
```

ii | ORCA calculation (the ωB97M-V functional and the def2-TZVPD basis) on one molecule with the formula C4H10O3.

Calculated values
Charge = 0
2S+1 = 1
SMILES string = COC[C@@H](O)CO
LUMO energy = 0.032 Eh
Kohn-Sham gap = 0.407 Eh

```
17
C4H10O3, DFT the ωB97M-V functional and the def2-TZVPD basis
O 1.411 0.489 -0.907
O -0.752 2.019 -1.547
O 0.398 -1.360 0.652
C -0.420 -0.221 0.443
C 0.563 0.908 0.150
C -0.268 -2.597 0.613
C -0.070 2.206 -0.328
H 0.738 2.948 -0.433
H -0.652 -2.821 -0.393
H -1.030 -0.012 1.336
H 0.468 -3.356 0.892
H 1.569 -0.453 -0.738
H -1.103 -2.635 1.328
H 1.149 1.103 1.062
H -1.090 -0.362 -0.418
H -0.791 2.593 0.400
H -0.120 1.550 -2.112
```

iii | ORCA calculation (the ωB97M-V functional and the def2-TZVPD basis) on a 2-piece molecular cluster, C4H10O3 overall.

Calculated values
Charge = 0
2S+1 = 1
SMILES string = O=CCCCO.O
LUMO energy = 0.023 Eh
Kohn-Sham gap = 0.378 Eh

```
17
C4H10O3, DFT the ωB97M-V functional and the def2-TZVPD basis
O -0.004 2.246 -2.004
O 0.642 -2.943 -1.162
O 0.134 -0.446 4.058
C -0.381 1.511 -0.872
C -0.230 -0.957 -0.162
C 0.465 0.244 -0.857
C -0.183 -2.079 -1.182
H 0.688 0.010 -1.901
H -0.340 3.148 -2.027
H -1.220 -0.596 0.108
H -0.845 -2.039 -2.070
H 1.442 0.440 -0.424
H -1.437 1.232 -0.931
H 0.789 0.168 3.715
H 0.277 -1.375 0.704
H 0.441 -0.617 4.940
H -0.240 2.053 0.067
```

iv | ORCA calculation (the ωB97M-V functional and the def2-TZVPD basis) on a 3-piece molecular cluster, C4H10O3 overall.

Calculated values
Charge = 0
2S+1 = 1
SMILES string = C=C/C=C/O.O.O
LUMO energy = 0.003 Eh
Kohn-Sham gap = 0.253 Eh

```
17
C4H10O3, DFT the ωB97M-V functional and the def2-TZVPD basis
O 1.902 1.403 -0.141
O -1.009 0.412 -1.834
O -0.779 2.539 0.340
C 0.405 -1.189 -0.794
C 0.533 -1.690 0.589
C -0.816 -0.758 -1.261
C -0.455 -1.563 1.510
H -1.262 1.719 0.492
H 2.746 1.862 -0.270
H -1.766 -1.293 -1.153
H 1.440 2.048 0.413
H 1.136 -2.590 0.631
H -0.178 -1.710 2.538
H -1.201 3.191 0.908
H -1.510 -1.467 1.288
H -0.172 0.909 -1.793
H 0.986 -1.822 -1.464
```

Least stable of them? iv.